# 1
Density functional theory data (ωB97M-V/def2-TZVPD) for a single CHN3O2 molecule at a distorted geometry.

SMILES: O=c1nno[nH]1
energy above the lowest of the compared OMol25 structures with the same formula, charge and spin: 258.11 kJ/mol
frontier orbital gap: 10.49 eV
HOMO energy: -10.69 eV
maximum force: 4.70 eV/Å
2S+1: 1

Cartesian coordinates (Å):
C 0.8292 -0.0991 0.1207
H -0.3698 -0.6367 -1.6436
N 0.1102 0.4541 1.2805
N -1.0949 0.6347 1.0547
N -0.1106 -0.1291 -0.7899
O 1.9618 -0.5587 0.2957
O -1.3259 0.3348 -0.3182

Löwdin population analysis, charges in e, atoms 1 to 4: -0.51 0.19 0.12 0.09



# 2
Density functional theory data (ωB97M-V/def2-TZVPD) for 2 unconnected molecules or ions with the total composition CHN3O3S at a distorted geometry.

energy above the lowest of the compared OMol25 structures with the same formula, charge and spin: 755.27 kJ/mol
frontier orbital gap (alpha / beta): 8.21 / 8.08 eV
HOMO energy (alpha / beta): -10.43 / -10.06 eV
maximum force: 5.14 eV/Å
2S+1: 1

Cartesian coordinates (Å):
C 0.0405 1.7905 0.1990
N -0.2996 2.8255 -0.0211
N 1.4708 0.1876 -0.7802
N -1.3790 -1.2871 -0.1447
O -1.8170 -1.7858 0.8403
O -1.5622 -1.3577 -1.3130
O 0.8432 -0.0363 1.7501
S 0.5344 0.1723 0.3836
H 2.1690 -0.5091 -0.9139

Löwdin population analysis, charges in e, atoms 1 to 4: -0.35 0.17 -0.17 -0.32



# 3
Density functional theory data (ωB97M-V/def2-TZVPD) for 2 unconnected molecules or ions with the total composition CHN4O at a distorted geometry.

energy above the lowest of the compared OMol25 structures with the same formula, charge and spin: 232.67 kJ/mol
frontier orbital gap: 7.11 eV
HOMO energy: -2.60 eV
net charge: -1
maximum force: 3.86 eV/Å
2S+1: 1

Cartesian coordinates (Å):
C -0.4280 -0.9371 -0.4474
N 3.1084 -1.3450 -0.1166
N 2.4330 -0.4138 -0.0136
N -0.4744 -1.8553 0.2681
N 1.6961 0.4328 0.3939
O 0.9837 1.4582 -0.0868
H -0.4318 0.0169 -0.8728

Löwdin population analysis, charges in e, atoms 1 to 4: -0.13 0.01 -0.32 0.03



# 4
Density functional theory data (ωB97M-V/def2-TZVPD) for 2 unconnected molecules or ions with the total composition CHN4S2 at a distorted geometry.

energy above the lowest of the compared OMol25 structures with the same formula, charge and spin: 373.55 kJ/mol
frontier orbital gap (alpha / beta): 4.23 / 4.20 eV
HOMO energy (alpha / beta): -3.61 / -3.59 eV
net charge: -1
maximum force: 4.08 eV/Å
2S+1: 1

Cartesian coordinates (Å):
C 0.5100 -0.1423 -0.8156
N 0.5922 -1.1804 0.0074
N 1.8666 -1.1909 0.4788
N 1.6036 0.5203 -0.8570
N 2.4294 -0.0977 -0.0784
S 0.2559 2.7243 0.1043
S 3.9410 0.3818 0.0703
H -0.3906 0.1934 -1.4138

Löwdin population analysis, charges in e, atoms 1 to 4: -0.42 -0.03 0.00 -0.10



# 5
Density functional theory data (ωB97M-V/def2-TZVPD) for 2 unconnected molecules or ions with the total composition CHNO3 at a distorted geometry.

energy above the lowest of the compared OMol25 structures with the same formula, charge and spin: 165.20 kJ/mol
frontier orbital gap (alpha / beta): 9.15 / 9.15 eV
HOMO energy (alpha / beta): -9.21 / -9.16 eV
maximum force: 2.40 eV/Å
2S+1: 1

Cartesian coordinates (Å):
C 1.5151 -0.7219 -0.0170
N -0.5643 0.8055 -0.4264
O 2.0434 0.2950 0.1256
O 1.0295 -1.7613 -0.1751
O -1.5128 0.6584 0.3776
H -2.5109 0.7243 0.1153

Löwdin population analysis, charges in e, atoms 1 to 4: -0.49 0.06 0.17 0.19



# 6
Density functional theory data (ωB97M-V/def2-TZVPD) for 2 unconnected molecules or ions with the total composition CHNO3P at a distorted geometry.

energy above the lowest of the compared OMol25 structures with the same formula, charge and spin: 28.96 kJ/mol
frontier orbital gap: 7.48 eV
HOMO energy: -3.88 eV
net charge: -1
maximum force: 3.56 eV/Å
2S+1: 1

Cartesian coordinates (Å):
C -2.5886 -0.9035 0.1053
N -0.0551 -0.6863 0.2238
O -2.4669 -1.8450 -0.5116
O -2.8480 0.0940 0.5818
O 2.5110 -1.0620 -0.0862
P 1.1609 -1.6855 0.2993
H 0.1412 0.1931 -0.2711

Löwdin population analysis, charges in e, atoms 1 to 4: -0.58 -0.38 0.16 0.16



# 7
Density functional theory data (ωB97M-V/def2-TZVPD) for 2 unconnected molecules or ions with the total composition CHNO3S at a distorted geometry.

SMILES: O=C=S.O=NO
energy above the lowest of the compared OMol25 structures with the same formula, charge and spin: 255.52 kJ/mol
frontier orbital gap: 9.94 eV
HOMO energy: -10.26 eV
maximum force: 3.77 eV/Å
2S+1: 1

Cartesian coordinates (Å):
C -0.9594 0.4427 -1.1671
N 1.4180 -0.0100 0.7702
O -1.3993 -0.5901 -1.1567
O 1.0158 -0.0677 -0.3715
O 0.6803 -0.5976 1.6982
S -0.6501 1.9715 -1.1487
H -0.1052 -1.1489 1.3755

Löwdin population analysis, charges in e, atoms 1 to 4: -0.93 -0.07 0.13 -0.11



# 8
Density functional theory data (ωB97M-V/def2-TZVPD) for a single CHNO3S3 molecule at a distorted geometry.

SMILES: O=S1(=O)NOC(=S)S1
energy above the lowest of the compared OMol25 structures with the same formula, charge and spin: 203.93 kJ/mol
frontier orbital gap: 8.91 eV
HOMO energy: -9.55 eV
maximum force: 4.03 eV/Å
2S+1: 1

Cartesian coordinates (Å):
C 1.2973 -0.7349 -0.1296
N -0.9750 -0.6166 0.5168
O -0.2104 1.7267 1.1999
O -1.8718 1.3717 -0.6980
O 0.2517 -1.2460 0.5772
S 2.7440 -1.3712 0.0474
S 1.0225 0.6593 -1.1639
S -0.7555 1.0121 0.1147
H -1.5027 -0.8011 -0.4645

Löwdin population analysis, charges in e, atoms 1 to 4: -1.29 -0.13 -0.28 -0.31



# 9
Density functional theory data (ωB97M-V/def2-TZVPD) for a molecular structure, CHNO4 at a distorted geometry.

energy above the lowest of the compared OMol25 structures with the same formula, charge and spin: 248.45 kJ/mol
frontier orbital gap (alpha / beta): 9.60 / 8.73 eV
HOMO energy (alpha / beta): -10.50 / -9.86 eV
maximum force: 3.54 eV/Å
2S+1: 1

Cartesian coordinates (Å):
C -1.4638 0.1034 0.6704
N 1.1539 1.1155 0.2811
O -0.8445 0.2090 1.6612
O -2.1329 0.0202 -0.2562
O 0.9087 -0.9196 -1.0744
O 0.7377 0.7352 -0.7139
H 1.6408 -1.2635 -0.5682

Löwdin population analysis, charges in e, atoms 1 to 4: -0.45 0.20 0.17 0.24



# 10
Density functional theory data (ωB97M-V/def2-TZVPD) for a single CHNO4 molecule at a distorted geometry.

energy above the lowest of the compared OMol25 structures with the same formula, charge and spin: 576.05 kJ/mol
frontier orbital gap (alpha / beta): 8.43 / 9.71 eV
HOMO energy (alpha / beta): -9.81 / -11.04 eV
maximum force: 4.91 eV/Å
2S+1: 1

Cartesian coordinates (Å):
C 1.1185 -0.2928 0.0420
N -0.4483 -0.2329 0.0481
O 1.7260 -1.2806 -0.0588
O -1.0860 -1.2638 0.0193
O -0.8217 1.0302 -0.0504
O -2.0596 1.2377 -0.0073
H 1.5711 0.8022 0.0071

Löwdin population analysis, charges in e, atoms 1 to 4: -0.15 -0.23 0.16 0.12



# 11
Density functional theory data (ωB97M-V/def2-TZVPD) for 2 unconnected molecules or ions with the total composition CHNO4S at a distorted geometry.

energy above the lowest of the compared OMol25 structures with the same formula, charge and spin: 618.55 kJ/mol
frontier orbital gap: 7.96 eV
HOMO energy: -10.23 eV
maximum force: 4.91 eV/Å
2S+1: 1

Cartesian coordinates (Å):
C 0.1167 -0.3428 0.8316
N -1.5857 0.5715 0.0054
O -2.2742 0.9816 0.8377
O -1.5699 0.4548 -1.1583
O 2.3646 -1.2336 -0.3325
O 1.6311 1.2163 -0.8740
S 1.3321 -0.1777 -0.3869
H -0.0148 -1.4700 1.0769

Löwdin population analysis, charges in e, atoms 1 to 4: -0.08 -0.33 0.16 0.12



# 12
Density functional theory data (ωB97M-V/def2-TZVPD) for 2 unconnected molecules or ions with the total composition CHNO5 at a distorted geometry.

energy above the lowest of the compared OMol25 structures with the same formula, charge and spin: 638.25 kJ/mol
frontier orbital gap: 11.23 eV
HOMO energy: -11.22 eV
maximum force: 3.59 eV/Å
2S+1: 1

Cartesian coordinates (Å):
C -1.9837 -0.4296 -0.2703
N 0.7708 -0.0400 -0.5034
O 1.8690 -0.1087 0.3084
O 0.2289 -1.0897 -0.7080
O -1.5308 0.5891 0.3698
O -1.9598 -0.6056 1.0329
O 0.5050 0.9916 -0.9565
H 2.1006 0.6928 0.7271

Löwdin population analysis, charges in e, atoms 1 to 4: -0.07 -0.48 0.15 0.09



So what do the calculations give for E_tot? Going down the list: -9614.731; -22493.707; -9057.108; -28680.538; -8681.972; -17977.206; -19517.906; -41187.883; -10728.585; -10725.190; -21560.227; -12770.735 eV.